Entry 1:
ORCA calculation (wB97M-V/def2-TZVPD) on a structure of composition C22H34O17Rb2 in a non-equilibrium geometry.

The geometry in XYZ format:
```
75
Properties=species:S:1:pos:R:3:forces:R:3
Rb -8.571754 -5.494418 14.742277 -0.613 0.384 -0.759
Rb -6.401824 -2.380282 13.795285 -0.519 -0.083 -0.579
O -8.481683 -3.279030 12.077118 -1.499 -2.001 -0.118
C -9.132305 -4.449047 11.389193 0.856 1.380 1.831
C -10.595466 -4.979968 11.674498 -0.798 0.941 3.177
O -10.961884 -5.396687 13.031220 1.417 0.060 -0.843
H -8.467421 -5.261591 11.682102 0.240 -0.709 -0.501
H -9.076166 -4.215379 10.326020 0.061 -0.373 -0.477
H -10.985323 -5.789944 11.058026 0.839 -0.314 -0.988
H -11.258671 -4.138635 11.473437 -0.223 0.622 -0.501
C -10.573609 -3.971884 7.222151 1.564 -0.239 -0.921
C -9.630248 -3.152389 6.191291 -1.932 0.340 1.171
C -10.347429 -1.924410 5.641447 0.296 -0.456 0.320
O -9.596447 -0.829247 6.194523 -2.740 1.580 -1.686
C -8.604155 -1.198883 6.925002 1.696 -1.940 1.683
O -7.866499 -0.526257 7.581896 -0.419 -0.075 -0.703
O -8.514228 -2.576271 6.886357 0.211 -0.606 -0.267
H -10.385429 -5.022144 6.999334 0.235 -0.142 0.621
H -11.662518 -3.923795 7.213591 -0.047 0.796 -0.874
H -10.317462 -3.702771 8.246884 0.429 -0.230 -0.051
H -9.384995 -3.691571 5.276288 0.784 -0.752 0.727
H -11.375189 -2.026758 5.989779 -0.007 1.122 -0.053
H -10.305716 -1.929555 4.552257 -0.014 0.571 0.087
C -13.833241 -2.952611 12.420520 0.624 1.291 0.391
C -14.387463 -3.901927 11.391514 -0.504 0.157 -0.515
C -14.355426 -5.314474 11.885719 0.069 -0.355 1.225
O -15.678411 -5.748994 11.895856 -3.486 -1.104 -0.577
C -16.547282 -4.774780 11.517843 0.445 0.487 0.130
O -17.743131 -4.712004 11.471585 0.349 -1.443 0.350
O -15.832514 -3.717049 11.189911 1.602 1.891 -0.483
H -13.374787 -2.058171 11.998749 -0.443 0.181 -0.330
H -13.004311 -3.311225 13.030729 0.066 -0.930 -0.293
H -14.575466 -2.632356 13.151702 -0.361 -0.084 -0.213
H -13.920034 -3.796491 10.412491 -0.005 0.156 0.087
H -14.180139 -5.235964 12.958663 1.298 -0.569 -0.177
H -13.806381 -6.059173 11.309454 0.544 0.373 0.382
C -6.947575 -5.760669 8.154472 -1.116 1.156 1.445
C -6.626144 -6.990210 9.054835 0.775 1.569 -1.361
C -7.521120 -7.386865 10.302861 0.042 1.545 -1.836
O -7.902121 -8.737709 10.096940 1.359 -0.342 -1.249
C -7.408804 -9.114502 8.893429 -0.618 -2.487 -2.867
O -7.599799 -10.208908 8.368729 0.634 2.722 1.708
O -6.760632 -8.086648 8.199673 -0.785 -2.819 1.441
H -7.022145 -4.920626 8.845027 -0.784 0.215 0.225
H -7.855341 -5.847267 7.557339 -0.322 -0.216 0.461
H -6.255625 -5.275781 7.465870 1.000 -1.271 -0.049
H -5.573291 -6.785859 9.249354 0.220 -0.749 0.771
H -8.429549 -6.818221 10.104116 -0.016 0.370 1.248
H -6.984331 -7.293525 11.246917 -0.475 0.314 -0.053
C -7.592040 -10.025798 13.046524 -0.043 -1.007 -0.106
C -9.116342 -10.056157 13.243371 -0.038 0.861 0.411
C -9.914607 -8.723104 12.984072 1.270 -0.338 0.075
O -10.957588 -9.088660 12.110094 0.010 -1.150 -0.428
C -10.754373 -10.350736 11.661297 -0.456 -1.622 -2.914
O -11.344156 -10.849489 10.697299 1.659 1.382 3.405
O -9.705724 -10.983952 12.342485 -1.560 0.960 -0.914
H -7.282264 -10.213434 12.018446 -0.427 0.771 -0.271
H -7.164788 -10.923291 13.493809 -0.094 0.022 0.590
H -7.076457 -9.169568 13.481411 -0.230 0.131 -0.075
H -9.336192 -10.388972 14.257761 0.010 -0.149 0.084
H -9.264512 -8.007274 12.481005 -0.167 0.238 -0.020
H -10.361852 -8.255550 13.861254 0.295 -0.088 -0.003
C -11.680801 -7.174866 16.112298 -1.563 0.789 -0.001
C -13.147935 -7.248140 15.543663 1.536 -2.340 -0.368
C -13.196551 -7.887365 14.083687 0.043 0.813 0.775
O -14.230613 -8.922702 14.196626 1.121 1.626 -0.764
C -14.238820 -9.291240 15.475863 -0.931 -0.056 -0.023
O -14.698855 -10.338631 15.813689 0.189 0.091 0.779
O -13.771940 -8.306436 16.279939 -0.321 -1.332 0.559
H -11.766198 -6.960532 17.177595 0.031 0.410 0.023
H -11.177990 -6.365975 15.582218 0.207 -0.113 -0.016
H -11.148442 -8.125997 16.105878 -0.185 -0.081 -0.660
H -13.779140 -6.399756 15.808092 0.464 0.462 -0.811
H -12.290625 -8.423606 13.801102 -0.028 0.216 0.518
H -13.298703 -7.118772 13.317585 -0.721 -0.431 -0.003
```
Positions in Å, forces in eV/Å.

Values from the calculation:
Charge: -1
Molecular weight in g mol⁻¹: 741.43
Largest force on an atom in eV/A: 4.03
LUMO level (alpha / beta) in eV: 1.25 / 1.48
Spin multiplicity: 2
HOMO (alpha / beta) in eV: -1.78 / -4.29
Kohn-Sham gap (alpha / beta) in Eh: 0.1114 / 0.2119

---

Entry 2:
ORCA calculation (wB97M-V/def2-TZVPD) on a structure of composition C22H35ClO2P2Pd in a non-equilibrium geometry.

The geometry in XYZ format:
```
63
Properties=species:S:1:pos:R:3:forces:R:3
P 0.971116 -3.888732 -1.554365 -1.171 3.673 -0.337
P -0.423717 3.777319 1.509745 0.082 -3.499 0.823
C -0.617538 1.375433 -0.214405 -0.087 -0.379 0.474
C 0.008218 2.739979 0.031574 0.011 0.320 -0.288
H -1.715980 1.391501 -0.142372 0.271 0.021 0.344
H -0.213154 0.618414 0.476025 -0.393 0.505 0.303
H 1.103760 2.622608 0.070895 -0.223 0.328 0.019
H -0.235052 3.406915 -0.812393 0.248 0.107 0.095
C -2.164697 4.174537 1.490445 -0.440 0.769 -0.070
H -2.449685 4.623528 2.456486 0.101 -0.200 -0.338
H -2.763616 3.262844 1.328588 0.549 0.219 0.135
H -2.370306 4.899848 0.687549 0.047 -0.163 0.210
C 0.711208 5.139706 1.651899 0.050 0.716 0.134
H 0.559473 5.851154 0.829087 0.036 -0.179 0.175
H 1.748506 4.772739 1.620231 -0.450 -0.022 0.005
H 0.542583 5.653546 2.608050 0.068 -0.104 -0.256
C -0.347474 -5.095092 -1.688745 -0.078 -0.459 0.109
H -0.377009 -5.676869 -0.756111 -0.082 0.055 -0.301
H -0.157101 -5.772895 -2.532879 -0.063 0.214 0.239
H -1.317130 -4.599441 -1.836751 0.355 0.014 0.077
C 2.563896 -4.638862 -1.857477 0.340 -0.403 -0.048
H 3.318018 -3.877405 -2.097408 -0.283 -0.199 0.110
H 2.486814 -5.357800 -2.684406 0.093 0.235 0.193
H 2.868476 -5.171075 -0.944100 -0.019 0.081 -0.289
Pd -0.367173 0.382930 -2.161412 -0.263 2.595 4.915
C 0.674843 0.670758 -3.788735 -0.231 0.357 -2.229
C -0.731754 0.819806 -4.029225 1.102 0.086 -2.100
C -1.591067 -0.283711 -4.619064 -0.361 0.311 -0.395
C -1.659519 -1.560770 -3.742567 -0.283 -0.351 0.273
C -0.745883 -1.533197 -2.485526 -0.635 -2.436 -0.291
C 0.526795 -2.331528 -2.723935 0.415 -2.538 -0.352
C 1.770832 -1.547840 -3.084455 0.549 0.099 -0.056
C 1.500968 -0.526591 -4.219527 0.410 0.215 0.181
C 0.972535 -3.173740 0.106705 0.108 -0.645 0.511
H 1.235559 1.611917 -3.687882 -0.077 -0.392 -0.042
H -1.075268 1.852275 -4.178744 -0.120 -0.419 0.181
H -1.253284 -0.509801 -5.648098 -0.147 -0.041 0.304
H -2.614998 0.118094 -4.704742 0.367 -0.139 -0.149
H -2.693724 -1.690121 -3.376308 0.332 0.116 -0.253
H -1.448546 -2.441811 -4.370679 -0.062 0.070 0.079
H -1.322920 -1.934509 -1.632631 0.197 0.055 -0.138
H 0.337326 -3.022287 -3.569535 0.006 0.321 -0.447
H 2.565773 -2.236474 -3.413486 -0.099 0.174 0.014
H 2.139318 -1.007984 -2.200868 -0.013 0.000 -0.164
H 2.475515 -0.125087 -4.533322 -0.133 -0.294 -0.060
H 1.058810 -1.016336 -5.098080 0.013 -0.093 0.190
H 1.835323 -2.508532 0.261337 -0.266 -0.215 -0.226
H 1.035334 -4.003486 0.829532 -0.015 0.380 -0.009
H 0.052431 -2.600876 0.292226 0.240 -0.179 -0.220
Cl 0.401393 0.512516 8.996565 0.174 -0.215 0.874
C 0.074566 0.858970 7.350633 -0.098 0.235 -0.846
C -1.001281 0.227683 6.706935 -0.021 0.314 -0.836
C -1.283536 0.545551 5.376283 -0.133 -0.922 1.530
C -0.494010 1.493350 4.713919 -0.793 1.292 -3.457
C 0.611007 2.080266 5.335231 0.943 0.154 1.557
C 0.892978 1.773544 6.666106 -0.214 0.117 -0.758
C -0.907999 1.904945 3.355112 0.260 -2.121 3.819
O -1.833794 1.426725 2.719163 -0.999 0.067 -1.173
O -0.122899 2.934848 2.865777 0.995 2.503 -1.980
H -1.604671 -0.490252 7.255834 0.069 0.094 -0.102
H -2.104792 0.076754 4.845292 0.066 0.088 0.106
H 1.234251 2.778950 4.779097 -0.119 -0.156 0.272
H 1.731953 2.243121 7.173916 -0.126 -0.131 -0.038
```
Positions in Å, forces in eV/Å.

Values from the calculation:
Charge: 0
Molecular weight in g mol⁻¹: 535.34
Largest force on an atom in eV/A: 5.56
LUMO level (alpha / beta) in eV: -0.18 / -0.20
Spin multiplicity: 3
HOMO (alpha / beta) in eV: -3.19 / -6.06
Kohn-Sham gap (alpha / beta) in Eh: 0.1106 / 0.2156